1.
The following is a quantum chemistry calculation of an isolated ion of composition C5H8N and charge +1 in a non-equilibrium geometry, from the Open Molecules 2025 dataset.

As for the largest force on an atom: 0.096 Eh/bohr. As for the total charge: +1.

Last column: Mulliken charge in e.
Cartesian coordinates (Å):
C -3.337 -0.077 -0.833  -0.153
C -0.341 -0.758 0.476  -0.550
C -1.247 0.508 0.465  -0.423
C 1.053 -0.603 0.210  0.312
C 1.748 0.429 -0.550  -1.051
N -2.377 0.221 -0.285  -0.029
H -0.524 -1.254 1.348  0.457
H -0.727 -1.279 -0.405  0.346
H -1.527 0.808 1.395  0.321
H -0.813 1.401 -0.139  0.287
H 1.784 -1.307 0.808  0.354
H 1.170 1.144 -1.115  0.365
H 2.420 -0.210 -1.290  0.366
H 2.717 0.975 -0.084  0.398

***

2.
The following is a quantum chemistry calculation of one molecule with the formula C6H9N, from the Open Molecules 2025 dataset.

As for the largest force on an atom: 0.014 Eh/bohr.

Last column: Mulliken charge in e.
Cartesian coordinates (Å):
C -0.272 -0.991 1.831  -1.054
C -0.108 -0.743 0.530  0.074
N -0.557 -1.602 -0.474  -0.174
C -0.560 -0.943 -1.703  -0.406
C -0.030 0.285 -1.604  -0.718
C 0.570 0.423 -0.190  0.968
C 0.554 1.807 0.476  -1.384
H 0.168 -0.313 2.549  0.260
H -1.015 -1.726 2.154  0.233
H -1.249 -2.300 -0.251  0.253
H -0.869 -1.550 -2.553  0.393
H 0.046 1.007 -2.416  0.346
H 1.627 0.102 -0.228  0.150
H 1.078 2.504 -0.187  0.357
H 1.078 1.846 1.444  0.366
H -0.461 2.194 0.621  0.336

***

For the records above, the corresponding ΔE to the lowest compared entry with this formula, charge and spin values read 477.76, 128.90 kJ/mol.
For the records above, the corresponding orbital gap values read 7.34, 8.59 eV.
For the records above, the corresponding total energy values read -6793.137, -7856.824 eV.